Entry 1:
Density functional theory data (ωB97M-V with the def2-TZVPD basis set) for 2 unconnected molecules or ions with the total composition C3H6NOP.

XYZ file:
```
12
Properties=species:S:1:pos:R:3:forces:R:3
C 0.576 -1.436 -0.299 0.8438 -0.3701 1.7553
C 0.657 -0.227 0.497 0.0679 2.2333 0.5650
C 0.459 1.109 -0.094 1.4678 3.5845 -0.8240
N -0.472 -1.043 0.601 -4.3981 -0.4266 -0.9725
O -2.827 0.777 0.488 -2.1234 3.9866 4.2153
P -2.470 -0.081 -0.538 4.3502 -4.8549 -2.5460
H 0.416 -1.357 -1.313 -0.1175 0.1538 -2.2722
H 1.185 -2.231 0.051 0.3818 -1.0245 -0.0861
H 1.146 -0.106 1.450 0.8657 -0.5983 0.1625
H -0.129 1.057 -1.031 -0.1340 0.0494 0.4483
H 1.439 1.655 -0.465 -1.5122 -1.2588 0.8411
H 0.021 1.883 0.653 0.3080 -1.4744 -1.2868
```
Positions in Å, forces in eV/Å.

Calculated values
E	-589.12061	a.u.
E_LUMO (alpha / beta)	-1.20 / -1.20	eV
2S+1	1
frontier orbital gap (alpha / beta)	6.69 / 6.69	eV
ΔE to the lowest compared entry with this formula, charge and spin	3.417	eV

***

Entry 2:
Density functional theory data (ωB97M-V with the def2-TZVPD basis set) for a gas-phase ion, C3H6NOS (charge -1).

XYZ file:
```
12
Properties=species:S:1:pos:R:3:forces:R:3
O -2.551 -1.525 -0.750 -0.1318 0.2181 -0.1031
C -1.907 -0.502 -0.533 -0.1128 -0.6929 0.3654
N -0.674 -0.491 -0.023 -0.2491 0.3086 -0.0266
C 0.155 0.717 0.127 -0.1318 -1.1349 0.2851
C 1.608 0.263 0.139 0.7368 -0.4859 0.2323
S 2.061 -0.767 1.596 -0.4364 -0.0440 0.1364
H -2.369 0.488 -0.703 0.3002 0.1026 -0.1308
H -0.291 -1.387 0.265 0.2193 0.2308 0.1459
H -0.002 1.179 1.106 -0.3167 0.2020 -0.1574
H -0.186 1.334 -0.709 0.5592 0.4942 0.1311
H 2.323 1.083 0.191 -0.3131 0.3309 -0.4778
H 1.833 -0.392 -0.705 -0.1239 0.4706 -0.4006
```
Positions in Å, forces in eV/Å.

Calculated values
E	-646.13946	a.u.
E_LUMO	3.88	eV
charge	-1
2S+1	1
frontier orbital gap	6.60	eV
structure (SMILES)	O=CNCC[S-]
ΔE to the lowest compared entry with this formula, charge and spin	0.715	eV

***

Entry 3:
Density functional theory data (ωB97M-V with the def2-TZVPD basis set) for a gas-phase ion, C3H6NOS (charge -1).

XYZ file:
```
12
Properties=species:S:1:pos:R:3:forces:R:3
N 1.357 -0.691 -0.437 0.4873 0.9584 0.1471
C 0.241 0.256 -0.368 -0.9507 -0.8756 -0.7417
C 0.398 1.298 0.696 0.3758 0.6135 0.1333
O 0.969 2.352 0.505 0.0397 -0.0137 -0.0493
C -1.125 -0.459 -0.207 -0.2433 0.2440 0.5891
S -1.429 -1.207 1.434 0.1826 -0.0644 -0.0544
H 1.530 -1.053 0.492 -0.2469 -0.4614 -0.0772
H 1.081 -1.429 -1.067 -0.0013 -0.3132 0.2711
H 0.198 0.794 -1.324 0.2400 0.0834 0.0681
H -0.076 1.105 1.668 -0.0596 -0.2886 -0.0094
H -1.236 -1.239 -0.962 0.2782 -0.0018 -0.2802
H -1.906 0.273 -0.431 -0.1017 0.1196 0.0034
```
Positions in Å, forces in eV/Å.

Calculated values
E	-646.11404	a.u.
E_LUMO	4.09	eV
charge	-1
2S+1	1
frontier orbital gap	6.76	eV
structure (SMILES)	N[C@H](C=O)C[S-]
ΔE to the lowest compared entry with this formula, charge and spin	1.407	eV

***

Entry 4:
Density functional theory data (ωB97M-V with the def2-TZVPD basis set) for a gas-phase ion, C3H6NOS (charge +1).

XYZ file:
```
12
Properties=species:S:1:pos:R:3:forces:R:3
C -2.055 0.377 0.052 -0.1667 3.3780 -0.3851
C 0.552 -0.110 1.205 2.8448 3.2035 -2.2260
C 0.638 -0.064 -1.277 -0.8942 -1.4554 -0.3945
N 0.084 -0.707 -0.104 -0.0366 -0.1001 2.9760
O -2.042 1.517 -0.010 -0.4461 -1.3775 0.2729
S -1.555 -1.157 0.007 1.2349 -1.6649 -0.3952
H 0.131 -0.569 1.971 -2.3585 -2.3412 3.2832
H 1.664 -0.211 1.477 -1.3702 -0.0689 -1.4173
H 0.331 1.017 1.353 0.1636 -1.5632 -0.7846
H 1.678 0.050 -0.978 -0.1377 1.4076 -0.4008
H 0.682 -0.795 -2.059 -0.0342 -0.5699 -0.5700
H -0.107 0.652 -1.636 1.2010 1.1521 0.0414
```
Positions in Å, forces in eV/Å.

Calculated values
E	-645.71941	a.u.
E_LUMO (alpha / beta)	-6.31 / -6.31	eV
charge	+1
2S+1	1
frontier orbital gap (alpha / beta)	8.88 / 8.88	eV
ΔE to the lowest compared entry with this formula, charge and spin	2.500	eV

***

Entry 5:
Density functional theory data (ωB97M-V with the def2-TZVPD basis set) for a molecular structure, C3H6NOS.

XYZ file:
```
12
Properties=species:S:1:pos:R:3:forces:R:3
C -1.380 -0.812 1.282 1.5541 -0.1766 0.4239
C 0.081 -0.622 0.849 1.6970 -1.2662 4.0135
C -0.127 -0.228 -0.527 1.0500 1.2389 0.3396
N 0.642 0.574 -1.512 -2.5558 1.9181 1.4495
O 0.334 -1.466 -0.263 0.8026 -1.9878 -0.5505
S -1.936 -0.113 -0.351 -3.1822 1.0043 -1.8770
H -1.820 -1.805 1.567 0.7171 0.9757 -0.2638
H -1.532 -0.007 1.999 -0.8132 -0.1333 0.2803
H 0.921 -0.546 1.689 -1.5929 0.2983 -2.4245
H 0.030 0.507 -2.376 1.3844 -0.6340 -0.0754
H 1.621 0.228 -1.398 -0.5834 0.7904 -1.0819
H 0.396 1.620 -1.273 1.5224 -2.0276 -0.2337
```
Positions in Å, forces in eV/Å.

Calculated values
E	-645.56842	a.u.
E_LUMO (alpha / beta)	-3.89 / -7.26	eV
charge	+1
2S+1	3
frontier orbital gap (alpha / beta)	5.68 / 8.07	eV
ΔE to the lowest compared entry with this formula, charge and spin	2.953	eV

***

Entry 6:
Density functional theory data (ωB97M-V with the def2-TZVPD basis set) for 2 unconnected molecules or ions with the total composition C3H6NOS2.

XYZ file:
```
13
Properties=species:S:1:pos:R:3:forces:R:3
C 0.864 1.622 1.021 1.3235 -3.5679 -1.1537
C 0.607 0.691 2.170 -0.5042 -0.1592 0.1990
C 0.143 -1.086 0.252 0.8075 3.6015 1.7278
N 0.338 0.228 0.903 -0.1031 -0.6621 -1.8893
O -1.976 -0.985 -3.845 -0.1977 0.8527 -0.7116
S -0.248 -0.956 -1.353 0.1241 -0.5976 -0.6284
S 0.282 -2.317 1.362 -0.0923 -0.8361 -0.0203
H 0.144 2.319 0.821 -1.5562 2.0585 -0.5179
H 1.869 1.794 0.614 -0.3317 -0.0415 0.4040
H 1.477 0.195 2.624 -0.6474 0.4701 0.7788
H -0.392 0.942 2.592 1.2047 -0.3419 1.3557
H -1.883 -1.929 -3.723 0.4920 0.0405 0.4576
H -1.224 -0.515 -3.437 -0.5193 -0.8169 -0.0018
```
Positions in Å, forces in eV/Å.

Calculated values
E	-1044.25709	a.u.
E_LUMO	3.67	eV
charge	-1
2S+1	1
frontier orbital gap	7.28	eV
ΔE to the lowest compared entry with this formula, charge and spin	0.000	eV

***

Entry 7:
Density functional theory data (ωB97M-V with the def2-TZVPD basis set) for a gas-phase ion, C3H6NOS3 (charge +1).

XYZ file:
```
14
Properties=species:S:1:pos:R:3:forces:R:3
C 2.567 -0.507 0.004 -4.2433 0.0264 -0.1525
C -1.432 0.300 0.469 2.8978 0.3028 0.6035
C -2.611 -0.225 -0.298 -1.9241 -1.1906 2.4172
N 1.624 0.412 -0.059 -1.3405 0.2469 -0.2365
O -1.085 0.812 1.491 -1.9344 -1.1075 -1.7317
S 2.401 -2.151 -0.092 -1.3328 -0.9725 -0.0487
S 0.093 0.038 -0.840 -0.3513 -0.4732 0.0170
S 1.959 2.127 0.060 2.5344 -0.3276 -1.0201
H 3.503 -0.227 0.171 4.0289 1.6497 0.7788
H -2.500 -1.144 -0.907 0.6779 0.3866 0.7124
H -2.904 0.509 -0.987 -0.3970 1.3834 -0.9175
H -3.520 -0.397 0.412 1.6903 0.3760 -1.0767
H 0.998 -2.144 -0.068 1.2024 -0.0236 -0.2168
H 0.906 2.597 0.644 -1.5084 -0.2769 0.8716
```
Positions in Å, forces in eV/Å.

Calculated values
E	-1442.12335	a.u.
E_LUMO	-4.86	eV
charge	+1
2S+1	1
frontier orbital gap	8.75	eV
ΔE to the lowest compared entry with this formula, charge and spin	0.213	eV

***

Entry 8:
Density functional theory data (ωB97M-V with the def2-TZVPD basis set) for a single C3H6NP molecule.

XYZ file:
```
11
Properties=species:S:1:pos:R:3:forces:R:3
H -0.821 1.960 3.081 0.4646 0.2740 0.6934
P -1.334 1.779 1.802 -0.0188 -0.4512 -1.5609
N -0.016 1.339 1.061 0.4784 -0.1609 1.0985
C 0.218 0.788 -0.196 -3.7482 -2.6756 -2.1307
C -0.155 -1.060 -0.194 3.9105 4.6340 -4.1833
C 0.505 -1.639 -1.242 -2.1232 -0.0166 3.2867
H 1.175 0.746 -0.637 1.6372 0.3091 0.5841
H -0.411 1.216 -1.070 0.3103 -0.6267 1.4094
H -0.706 -1.304 0.642 -1.0622 -1.1446 1.3485
H 0.467 -2.711 -1.268 0.0498 -0.4655 -0.4823
H 1.078 -1.114 -1.980 0.1016 0.3241 -0.0635
```
Positions in Å, forces in eV/Å.

Calculated values
E	-513.87465	a.u.
E_LUMO	-0.47	eV
2S+1	1
frontier orbital gap	8.16	eV
structure (SMILES)	[H]/P=N/CC=C
ΔE to the lowest compared entry with this formula, charge and spin	2.587	eV

***

Here are the calculated molecular weight numbers, same order: 103.061; 104.154; 104.154; 104.154; 104.154; 136.221; 168.288; 87.062 (Da).